1.
{
  "formula": "C8H7HgNO4",
  "method": "the ωB97M-V functional and the def2-TZVPD basis",
  "species": ["Hg", "O", "C", "C", "O", "C", "O", "C", "O", "C", "H", "H", "C", "H", "H", "C", "C", "N", "H", "H", "H"],
  "positions_angstrom": [[0.11230, -0.14018, 0.05151], [-3.03798, -2.12308, 0.65363], [-2.57325, -1.12557, 0.32343], [1.76821, 2.10564, -0.67781], [2.89215, 2.29863, -0.71685], [-0.58037, 1.48497, 2.28190], [-0.35063, 1.52832, 3.41536], [-0.45947, -0.23505, -2.74364], [-0.17974, -0.88737, -3.63860], [-2.84574, 2.40958, -0.89359], [-3.17736, 1.80913, -1.74373], [-3.22259, 2.45100, 0.13086], [-1.79722, 3.19199, -1.13626], [-1.44882, 3.77218, -0.27868], [-1.40361, 3.13022, -2.15347], [3.01083, -3.63243, 1.31591], [2.11411, -2.54928, 0.92355], [1.38520, -1.67279, 0.60591], [3.64952, -3.35002, 2.17094], [3.68727, -3.92623, 0.49436], [2.45722, -4.53967, 1.61526]],
  "mulliken_charge": [1.541, -0.143, 0.203, 0.195, -0.136, 0.201, -0.140, 0.188, -0.127, -0.542, 0.290, 0.291, -0.539, 0.290, 0.289, -0.827, 0.781, -0.785, 0.324, 0.324, 0.324],
  "total_energy_ev": -22242.224,
  "lumo_energy_ha": -0.3941,
  "gap_ev": 5.59,
  "homo_energy_ev": -16.31,
  "charge": 2,
  "de_lowest_kj_mol": 159.6
}

---

2.
{
  "formula": "C36H75AsF15O20V",
  "method": "the ωB97M-V functional and the def2-TZVPD basis",
  "species": ["O", "V", "O", "As", "F", "F", "F", "F", "F", "F", "C", "O", "C", "C", "O", "C", "H", "H", "H", "H", "H", "H", "H", "H", "H", "H", "C", "O", "C", "C", "O", "C", "H", "H", "H", "H", "H", "H", "H", "H", "H", "H", "C", "O", "C", "C", "O", "C", "H", "H", "H", "H", "H", "H", "H", "H", "H", "H", "C", "O", "C", "C", "O", "C", "H", "H", "H", "H", "H", "H", "H", "H", "H", "H", "C", "O", "C", "C", "O", "C", "H", "H", "H", "H", "H", "H", "H", "H", "H", "H", "C", "O", "C", "C", "O", "C", "H", "H", "H", "H", "H", "H", "H", "H", "H", "H", "C", "C", "O", "C", "O", "C", "F", "F", "F", "H", "H", "H", "H", "H", "C", "C", "O", "C", "O", "C", "F", "F", "F", "H", "H", "H", "H", "H", "C", "C", "O", "C", "O", "C", "F", "F", "F", "H", "H", "H", "H", "H"],
  "positions_angstrom": [[21.39912, -7.72033, -1.22617], [21.22540, -6.40066, -2.09519], [22.47662, -6.23701, -3.10085], [22.17684, -11.22803, -3.17822], [20.50877, -11.22677, -2.55216], [22.66145, -10.91016, -1.44063], [23.88369, -11.12658, -3.64468], [21.59370, -11.44954, -4.86802], [22.01447, -9.46941, -3.37719], [22.24452, -13.02026, -2.96758], [20.88401, -14.64560, -0.28011], [19.59908, -14.34121, 0.25309], [19.52815, -13.34022, 1.24349], [19.82539, -11.96193, 0.58793], [19.49562, -10.94229, 1.53818], [19.79341, -9.71301, 0.97807], [21.58095, -14.77725, 0.54756], [21.24364, -13.80913, -0.87935], [20.73947, -15.49312, -0.95011], [20.22086, -13.58970, 2.04723], [18.55689, -13.35990, 1.73784], [19.18226, -11.83729, -0.28325], [20.89387, -11.95345, 0.37256], [20.70872, -9.78331, 0.39038], [19.94445, -8.89277, 1.67985], [18.96100, -9.51367, 0.30321], [23.55590, -15.50781, -6.91494], [24.44940, -14.48427, -7.23072], [24.49895, -13.51406, -6.16872], [25.65123, -12.54483, -6.39418], [26.86808, -13.19304, -6.34032], [27.98377, -12.29110, -6.56333], [22.53014, -15.31091, -6.60327], [24.02873, -16.20744, -6.22569], [23.52192, -15.97051, -7.90127], [24.72338, -14.00326, -5.22088], [23.55201, -12.97879, -6.09870], [25.71987, -11.84419, -5.56202], [25.57306, -11.90711, -7.27469], [28.17339, -11.62810, -5.71920], [27.74549, -11.66943, -7.42638], [28.88374, -12.90085, -6.64315], [13.85662, -13.87307, -6.05895], [15.07466, -14.42306, -5.56493], [15.29105, -13.83809, -4.22873], [15.69802, -12.36282, -4.01844], [16.88135, -11.82542, -4.66982], [18.08280, -12.40247, -4.09518], [13.00858, -14.33660, -5.55491], [13.78561, -14.15797, -7.10866], [13.61537, -12.81015, -6.04905], [16.06321, -14.48456, -3.81169], [14.39475, -14.06716, -3.65230], [15.73520, -12.08960, -2.96389], [14.81056, -11.86626, -4.41079], [18.12244, -12.41060, -3.00593], [18.99733, -11.99133, -4.52264], [18.13602, -13.45210, -4.38420], [24.79820, -8.32426, -2.34390], [24.54795, -7.56569, -1.16470], [25.47357, -7.60689, -0.08477], [25.03949, -6.81611, 1.16416], [23.67345, -7.09119, 1.58031], [23.52915, -8.34540, 2.18910], [24.15076, -8.04739, -3.17591], [24.62198, -9.36742, -2.08148], [25.79408, -8.15308, -2.75258], [26.44226, -7.28050, -0.46319], [25.54325, -8.65638, 0.20126], [25.18194, -5.73889, 1.07807], [25.74248, -6.91194, 1.99164], [22.52887, -8.40018, 2.61867], [24.08395, -8.45039, 3.12145], [23.57511, -9.19243, 1.50460], [20.47461, -12.73314, -7.57186], [20.24016, -13.03169, -8.96387], [21.39753, -13.72960, -9.43609], [22.76686, -13.00579, -9.42734], [22.89174, -12.01850, -10.47719], [21.96229, -10.89247, -10.53143], [19.47865, -12.50548, -7.19192], [21.18288, -11.93656, -7.34404], [20.77375, -13.65302, -7.06943], [21.24852, -13.96349, -10.49022], [21.41359, -14.71051, -8.96106], [23.58673, -13.71371, -9.54881], [22.92434, -12.63005, -8.41635], [20.89428, -11.05613, -10.38762], [21.97822, -10.34433, -11.47345], [22.23182, -10.11632, -9.81515], [20.48137, -3.09264, -2.84848], [20.30139, -4.47746, -3.11137], [18.97751, -4.77732, -3.63155], [18.86662, -6.21512, -4.11130], [19.31417, -7.01342, -3.04020], [19.05705, -8.43047, -3.18509], [19.78127, -2.83125, -2.05498], [20.35594, -2.52012, -3.76750], [21.50223, -2.99135, -2.48017], [18.81847, -4.11782, -4.48470], [18.27404, -4.58521, -2.82142], [19.58858, -6.38509, -4.91004], [17.83222, -6.36875, -4.41872], [19.31396, -8.88117, -2.22646], [19.75644, -8.94527, -3.84381], [18.07810, -8.77058, -3.52286], [23.23774, -9.29091, -7.38837], [23.68939, -8.56662, -6.13356], [24.45973, -7.50318, -6.45267], [25.84915, -7.48684, -6.09485], [26.61243, -8.41144, -5.77066], [26.49385, -6.05877, -6.13571], [27.55836, -6.10121, -6.94413], [25.62745, -5.18706, -6.56992], [26.85307, -5.67076, -4.92515], [22.52912, -8.65931, -7.92411], [22.61928, -10.14238, -7.10447], [24.06025, -9.66236, -7.99959], [24.14907, -9.29458, -5.46508], [22.84074, -8.23671, -5.53435], [27.79513, -12.11667, -1.78765], [26.37289, -12.41060, -2.39041], [26.24157, -13.76888, -2.80564], [25.70283, -14.66915, -1.97044], [25.45146, -14.44954, -0.78731], [25.30213, -15.97127, -2.67158], [25.65268, -16.99110, -1.90294], [23.95398, -15.98124, -2.75848], [25.83663, -15.99459, -3.91268], [27.96995, -12.48720, -0.77759], [27.94653, -11.04038, -1.70527], [28.54135, -12.47042, -2.49908], [26.16131, -11.88766, -3.32308], [25.59482, -12.12012, -1.68450], [24.80341, -11.65734, 1.07964], [24.67295, -12.92575, 1.98023], [23.62580, -12.90500, 2.95361], [23.62029, -12.20617, 4.11136], [24.53769, -11.69889, 4.68552], [22.15018, -12.37575, 4.75286], [21.34224, -11.41512, 4.25525], [21.52005, -13.60338, 4.46044], [22.23548, -12.31982, 6.08386], [25.68920, -11.79520, 0.45959], [24.95476, -10.74317, 1.65365], [23.92135, -11.42968, 0.48111], [25.63449, -13.24718, 2.38053], [24.39310, -13.76117, 1.33846]],
  "mulliken_charge": [-0.154, 1.383, -0.540, 2.188, -0.491, -0.457, -0.355, -0.691, -0.162, -0.562, -0.377, -0.446, -0.603, 0.906, -0.552, -0.415, 0.272, 0.037, 0.255, 0.189, 0.307, -0.017, -0.359, 0.006, 0.370, 0.281, -0.791, -0.433, 0.968, -0.130, -0.452, -0.723, 0.244, 0.274, 0.367, -0.295, -0.141, -0.160, 0.547, 0.219, 0.319, 0.267, -0.783, -0.333, -0.605, -0.437, -0.402, -0.656, 0.325, 0.298, 0.293, 0.306, 0.434, 0.402, 0.345, 0.550, -0.187, 0.450, 0.201, -0.063, -0.288, -0.791, -0.385, -0.459, -0.530, -0.181, 0.493, 0.393, 0.052, 0.362, 0.446, 0.273, 0.418, -0.072, -0.198, -0.476, -0.762, 0.694, -0.488, -0.379, 0.229, -0.033, 0.211, 0.335, 0.468, 0.315, -0.493, 0.263, 0.379, -0.054, -0.809, -0.135, -0.517, -0.512, -0.181, -0.950, 0.350, 0.279, 0.275, 0.430, 0.395, 0.305, 0.368, 0.194, 0.176, 0.494, -0.963, 1.098, -0.405, 0.447, -0.503, 0.782, -0.249, -0.243, -0.236, 0.413, -0.075, 0.355, -0.187, -0.294, -1.509, 1.532, -0.165, 0.396, -0.554, 0.774, -0.266, -0.199, -0.219, 0.346, 0.392, 0.414, -0.492, -0.514, 0.098, -0.741, -0.192, 0.375, -0.545, 0.827, -0.213, -0.255, -0.240, 0.094, 0.412, -0.207, 0.340, 0.234],
  "total_energy_ev": -206779.275,
  "lumo_energy_ha": -0.1265,
  "gap_ev": 5.52,
  "homo_energy_ev": -8.96,
  "charge": 0,
  "de_lowest_kj_mol": 330.7
}